Version A
The following is a DFT calculation (ωB97M-V/def2-TZVPD) of an isolated molecule of C3H11N2OPS.

The calculation puts the HOMO-LUMO gap at 0.348 Ha. As for the structure (SMILES): CCO[P@](C)(=S)NN. As for the HOMO energy: -8.664 eV. As for the net charge: 0.

Cartesian coordinates (Å):
C: 2.325 -0.131 -1.248
O: 1.073 -0.119 1.008
H: -1.138 -0.322 2.973
H: 2.328 -0.895 -2.046
C: -1.407 0.429 2.254
H: 2.422 -1.530 0.501
P: -0.730 -0.144 0.708
H: -1.513 0.115 -2.244
H: -2.509 0.385 2.246
S: -1.244 -2.035 0.351
H: -0.482 1.776 -0.622
H: 3.318 0.368 -1.021
C: 1.739 -0.795 -0.056
N: -1.818 0.798 -1.597
H: -2.827 0.753 -1.455
H: 1.460 0.606 -1.430
N: -0.957 0.929 -0.553
H: 0.974 -1.635 -0.331
H: -1.012 1.447 2.560

Quick look at the natural (NBO) charges, all values in e:
1 C -0.648
2 O -0.774
3 H 0.271
4 H 0.230
5 C -1.027
6 H 0.183
7 P 1.689
8 H 0.358
9 H 0.268
10 S -0.601
11 H 0.396
12 H 0.218
13 C -0.124
14 N -0.654
15 H 0.362
16 H 0.209
17 N -0.818
18 H 0.205
19 H 0.254

---

Version B
The following is a DFT calculation (ωB97M-V/def2-TZVPD) of a structure of composition C3H11N2OPS.

The calculation puts the HOMO-LUMO gap (spin up / spin down) at 0.337 / 0.337 Ha. As for the HOMO energy (spin up / spin down): -9.042 / -9.042 eV. As for the net charge: 0.

Cartesian coordinates (Å):
C: -0.869 -0.857 1.206
N: 1.530 1.281 -1.205
H: 2.222 1.937 1.507
H: -1.727 -0.845 1.951
H: 0.664 0.915 -1.712
H: 3.423 0.596 1.528
N: 2.789 1.219 1.014
P: 1.842 0.287 0.119
C: -2.146 -0.008 -0.999
O: -0.110 0.340 1.313
H: -3.145 -0.033 -0.755
S: 2.436 -1.441 -0.344
C: -1.432 -1.110 -0.221
H: -0.375 -1.817 1.525
H: -2.322 -1.815 -0.093
H: 1.601 2.293 -1.115
H: -2.085 -0.305 -2.046
H: -1.759 1.026 -0.937
H: -0.536 -1.662 -0.735

Quick look at the natural (NBO) charges, all values in e:
1 C -0.072
2 N -1.173
3 H 0.432
4 H 0.167
5 H 0.420
6 H 0.433
7 N -1.200
8 P 1.713
9 C -0.617
10 O -0.776
11 H 0.206
12 S -0.489
13 C -0.437
14 H 0.162
15 H 0.205
16 H 0.414
17 H 0.205
18 H 0.202
19 H 0.205

---

Compare the structures above. Which one is the least stable? version A is.